The following is a quantum chemistry calculation of an isolated molecule of C6H18ClN3Si in a non-equilibrium geometry, from OMol25.

- lowest unoccupied orbital energy (eV) = 0.86
- orbital gap (eV) = 9.253
- SMILES = CN(C)[Si](Cl)(N(C)C)N(C)C
- E_HOMO (eV) = -8.390
- energy above the lowest of the compared OMol25 structures with the same formula, charge and spin (kcal per mole) = 0.5

Bonds (Å) are listed after each position.
Positions of all 29 atoms, in Å:
1 Cl -0.711 -0.626 2.388  Si11 2.112
2 N -0.488 1.668 0.281  C5 1.474, C6 1.455, Si11 1.829
3 N -0.711 -1.280 -0.749  C7 1.461, C8 1.466, Si11 1.830
4 N 1.757 -0.310 0.597  C9 1.472, C10 1.459, Si11 1.801
5 C 0.546 2.364 -0.507  N2 1.474, H12 1.095, H13 1.089, H14 1.088
6 C -1.915 1.914 0.139  N2 1.455, H15 1.107, H16 1.113, H17 1.078
7 C -1.996 -1.925 -0.493  N3 1.461, H18 1.102, H19 1.093, H20 1.082
8 C -0.510 -0.668 -2.066  N3 1.466, H21 1.085, H22 1.087, H23 1.079
9 C 2.003 0.180 1.964  N4 1.472, H24 1.101, H25 1.086, H26 1.094
10 C 2.092 -1.703 0.320  N4 1.459, H27 1.094, H28 1.072, H29 1.078
11 Si -0.026 -0.092 0.463  Cl1 2.112, N2 1.829, N3 1.830, N4 1.801
12 H 0.253 3.417 -0.583  C5 1.095
13 H 0.692 1.960 -1.508  C5 1.089
14 H 1.502 2.265 0.002  C5 1.088
15 H -2.157 2.992 0.059  C6 1.107
16 H -2.363 1.379 -0.728  C6 1.113
17 H -2.393 1.562 1.039  C6 1.078
18 H -2.585 -1.175 0.060  C7 1.102
19 H -2.480 -2.212 -1.430  C7 1.093
20 H -1.873 -2.816 0.108  C7 1.082
21 H -0.786 -1.431 -2.785  C8 1.085
22 H -1.119 0.230 -2.130  C8 1.087
23 H 0.545 -0.466 -2.166  C8 1.079
24 H 3.036 0.550 2.047  C9 1.101
25 H 1.866 -0.554 2.753  C9 1.086
26 H 1.331 1.006 2.216  C9 1.094
27 H 1.380 -2.403 0.765  C10 1.094
28 H 2.033 -1.864 -0.738  C10 1.072
29 H 3.075 -1.961 0.680  C10 1.078